The following is a DFT calculation (ωB97M-V with the def2-TZVPD basis set) of a molecular structure, C37H38Cl3N3O2P2STi.

- Kohn-Sham gap (alpha / beta): 7.6 / 6.3 eV
- E_tot: -137648.1452 eV
- Largest force on an atom: 1.93 eV Å⁻¹
- E_LUMO (alpha / beta): 0.367 / -0.981 eV
- Molecular weight: 804.97 g/mol
- Multiplicity: 3
- Total charge: 0
- ΔE to the lowest compared entry with this formula, charge and spin: 61.6 kcal/mol

CARTESIAN COORDINATES (ANGSTROEM)
Ti -0.2470 -0.4813 -0.7713
C -0.1471 -2.7959 1.7059
P -0.4268 -2.8089 -0.1329
C -2.2232 -3.1363 -0.1678
C -3.0359 -2.1944 -0.7959
C -4.4046 -2.3929 -0.8703
C -4.9719 -3.5199 -0.2971
C -4.1766 -4.4332 0.3771
C -2.8053 -4.2434 0.4447
C 0.4655 -4.2660 -0.7422
C 1.8513 -4.1159 -0.8133
C 2.6068 -5.0262 -1.5282
C 1.9859 -6.0933 -2.1581
C 0.6151 -6.2642 -2.0552
C -0.1524 -5.3413 -1.3685
C -0.2981 -1.3633 2.1325
C -0.3271 -0.8334 3.4033
C -0.3485 0.5707 3.2610
C -0.3303 0.8286 1.9112
C -0.3114 2.1391 1.1815
P -1.2800 1.7962 -0.3673
C -0.4968 2.7584 -1.6952
C 0.8400 2.4541 -1.9774
C 1.4104 2.8509 -3.1722
C 0.6562 3.5603 -4.0971
C -0.6583 3.8886 -3.8126
C -1.2414 3.4786 -2.6256
C -2.8325 2.6329 0.0842
C -3.8708 1.8186 0.5250
C -5.0275 2.3843 1.0312
C -5.1601 3.7640 1.0753
C -4.1305 4.5761 0.6250
C -2.9629 4.0168 0.1414
N -0.3266 -0.3508 1.2056
H 0.8695 -3.1589 1.9101
H -0.8447 -3.4558 2.2351
H -2.5786 -1.3259 -1.2789
H -5.0252 -1.6792 -1.3946
H -6.0381 -3.6822 -0.3681
H -4.6257 -5.3031 0.8371
H -2.1849 -4.9660 0.9589
H 2.3166 -3.2476 -0.3537
H 3.6740 -4.8865 -1.6314
H 2.5710 -6.7785 -2.7541
H 0.1405 -7.1023 -2.5449
H -1.2304 -5.4199 -1.3626
H -0.3027 -1.3839 4.3250
H -0.3643 1.3075 4.0414
H 0.7109 2.4359 0.9165
H -0.7700 2.9299 1.7831
H 1.4109 1.8443 -1.2764
H 2.4328 2.5830 -3.4053
H 1.0899 3.8328 -5.0467
H -1.2427 4.4409 -4.5328
H -2.2832 3.6921 -2.4309
H -3.7548 0.7388 0.4801
H -5.8227 1.7510 1.3979
H -6.0632 4.2081 1.4676
H -4.2336 5.6510 0.6659
H -2.1469 4.6485 -0.1803
Cl -0.9125 0.0316 -5.4624
C 0.2846 -0.3970 -4.3542
Cl -0.6993 -2.6884 -2.9665
Cl 1.8024 -0.8673 -4.9266
C 0.0585 -0.3109 -2.9644
O -1.0539 0.0883 -2.4790
O 1.0260 -0.5054 -2.1422
C 4.2402 -0.6603 3.7057
C 2.9084 0.0051 3.3803
N 3.0807 1.1988 2.5889
C 3.0308 1.2216 1.2486
S 2.6714 -0.1230 0.3205
N 3.2714 2.3974 0.6165
C 3.5709 3.6789 1.2136
C 5.0522 3.8868 1.5296
H 4.0664 -1.5247 4.3375
H 4.8962 0.0273 4.2352
H 4.7273 -0.9840 2.7899
H 2.3798 0.2819 4.2965
H 2.2794 -0.6734 2.8032
H 3.5036 1.9833 3.0598
H 3.3775 2.3184 -0.3829
H 2.9729 3.7981 2.1211
H 3.2509 4.4464 0.5058
H 5.4213 3.1450 2.2325
H 5.2038 4.8753 1.9547
H 5.6457 3.8164 0.6235

---

The following is a DFT calculation (ωB97M-V with the def2-TZVPD basis set) of a molecular structure, C37H38CsN7O4.

- Kohn-Sham gap: 6.0 eV
- E_tot: -58152.5123 eV
- Largest force on an atom: 2.25 eV Å⁻¹
- E_LUMO: -0.792 eV
- Molecular weight: 777.66 g/mol
- Multiplicity: 1
- Total charge: 0
- ΔE to the lowest compared entry with this formula, charge and spin: 48.7 kcal/mol

CARTESIAN COORDINATES (ANGSTROEM)
Cs 0.3092 0.2747 -1.7963
C -5.0124 1.9812 4.2469
C -3.8952 1.2664 3.5492
C -2.7446 0.9428 4.2049
C -1.6781 0.2658 3.5612
C -0.4959 -0.0082 4.2481
N 0.5065 -0.6380 3.6758
C 1.8255 -0.7942 4.2067
C 2.7922 0.2424 3.6101
C 2.9128 0.1476 2.0735
N 4.2040 -0.3633 1.6888
C 4.4661 -1.6174 1.3162
C 3.6026 -2.5483 0.7500
C 3.9411 -3.9211 0.9171
C 3.1625 -4.9279 0.4401
C 3.4577 -6.3686 0.7202
C 2.0500 -4.5876 -0.3670
C 1.7470 -3.2951 -0.6727
C 0.6913 -2.9802 -1.6672
N -0.5565 -3.0034 -1.5398
C -1.1824 -3.3467 -0.2931
C -2.6945 -3.4863 -0.5120
C -3.5092 -2.4199 0.2246
N -3.4093 -1.1817 -0.4897
C -3.2173 -0.0733 0.0672
C -3.0295 0.2459 1.5076
C -4.0146 0.9030 2.1863
C -1.7918 -0.1018 2.1579
O -0.8596 -0.6872 1.5472
C 2.4861 -2.1832 -0.1167
O 2.2272 -1.0032 -0.4360
H -4.6760 2.3463 5.2144
H -5.8557 1.3114 4.4160
H -5.3703 2.8230 3.6569
H -2.6114 1.2158 5.2430
H -0.3732 0.2914 5.2876
H 0.2931 -0.8402 2.6702
H 2.1708 -1.8056 3.9711
H 1.7938 -0.6719 5.2954
H 3.7718 0.0914 4.0695
H 2.4475 1.2398 3.8840
H 2.7717 1.1287 1.6167
H 2.1536 -0.5124 1.6648
H 4.9916 0.2190 1.9363
H 5.4926 -1.9307 1.4954
H 4.8127 -4.1491 1.5169
H 4.3438 -6.4713 1.3417
H 3.6208 -6.9088 -0.2105
H 2.6169 -6.8328 1.2341
H 1.4540 -5.3876 -0.7865
H 1.0657 -2.7065 -2.6529
H -0.9857 -2.5546 0.4354
H -0.7543 -4.2711 0.1128
H -3.0304 -4.4794 -0.2097
H -2.8845 -3.3516 -1.5780
H -3.2038 -2.3461 1.2795
H -4.5703 -2.7009 0.1923
H -3.2192 0.7908 -0.5953
H -4.9283 1.1461 1.6607
O -1.4791 0.1523 -6.3425
C -1.3178 1.4316 -6.7196
C -1.6131 1.7898 -8.0367
C -1.4513 3.0928 -8.4625
C -1.0112 4.0690 -7.5776
C -0.7241 3.7271 -6.2747
C -0.8610 2.4157 -5.8256
C -0.5171 2.0613 -4.4327
O -0.4970 0.8610 -4.0413
N -0.1385 3.1005 -3.7006
N -0.0340 3.0156 -2.3963
C 0.7089 3.8585 -1.7660
C 0.7818 3.8605 -0.3321
C 1.4647 4.8970 0.3321
C 1.5663 4.8711 1.7046
C 0.9727 3.8238 2.4006
C 0.2902 2.8647 1.6690
N 0.2028 2.8652 0.3547
H -1.1910 0.1091 -5.3957
H -1.9635 1.0227 -8.7108
H -1.6614 3.3572 -9.4898
H -0.8878 5.0924 -7.9021
H -0.3808 4.4641 -5.5663
H 1.3075 4.6063 -2.2990
H 1.8966 5.7025 -0.2415
H 2.0951 5.6537 2.2305
H 1.0351 3.7623 3.4764
H -0.2219 2.0537 2.1727

---

The following is a DFT calculation (ωB97M-V with the def2-TZVPD basis set) of a molecular structure, C37H38N4NiO2S2Si.

- Kohn-Sham gap (alpha / beta): 7.0 / 7.9 eV
- E_tot: -119634.6826 eV
- Largest force on an atom: 0.52 eV Å⁻¹
- E_LUMO (alpha / beta): -0.168 / -0.204 eV
- Molecular weight: 721.65 g/mol
- Multiplicity: 3
- Total charge: 0
- ΔE to the lowest compared entry with this formula, charge and spin: 0.0 kcal/mol

CARTESIAN COORDINATES (ANGSTROEM)
Ni -0.0603 -0.7729 -0.1993
C 1.5786 -0.8687 1.0705
Si 1.4859 0.5091 2.2442
C -0.3710 0.6784 2.5498
N -1.1004 0.7391 1.2607
C -2.4855 0.2660 1.4534
C -3.3303 1.1707 2.3496
C -3.1604 2.6569 1.9861
C -2.4431 2.7948 0.6493
C -1.0735 2.1290 0.7191
C 2.1749 2.1167 1.5297
C 1.9864 3.3468 2.1664
C 2.4762 4.5261 1.6278
C 3.1805 4.4998 0.4303
C 3.3904 3.2915 -0.2141
C 2.8908 2.1164 0.3340
C 2.2927 0.2705 3.9345
C 3.3487 1.0554 4.3995
C 3.9381 0.8161 5.6341
C 3.4788 -0.2181 6.4340
C 2.4321 -1.0152 5.9918
C 1.8528 -0.7724 4.7565
H 1.3536 -1.7985 1.6045
H 2.5580 -0.9739 0.6054
H -0.6669 1.4995 3.2142
H -0.6606 -0.2534 3.0446
H -2.4296 -0.7430 1.8551
H -2.9398 0.1713 0.4688
H -3.0644 1.0023 3.3941
H -4.3735 0.8632 2.2498
H -2.5643 3.1644 2.7498
H -4.1252 3.1656 1.9596
H -2.2951 3.8461 0.3910
H -3.0523 2.3659 -0.1523
H -0.4428 2.7344 1.3731
H -0.5890 2.1418 -0.2596
H 1.4419 3.3849 3.1044
H 2.3136 5.4659 2.1400
H 3.5705 5.4175 0.0090
H 3.9493 3.2623 -1.1419
H 3.0634 1.1777 -0.1758
H 3.7232 1.8679 3.7889
H 4.7581 1.4377 5.9708
H 3.9364 -0.4068 7.3963
H 2.0712 -1.8282 6.6085
H 1.0471 -1.4169 4.4216
O -2.2347 -3.9877 1.2331
C -1.6836 -3.1929 0.4818
O -1.0004 -2.1823 0.8288
C -1.8077 -3.4584 -1.0218
C -2.7301 -4.4534 -1.4384
C -2.8933 -4.6851 -2.7650
C -2.1299 -3.9441 -3.6999
C -2.2435 -4.1294 -5.0979
C -1.4792 -3.3988 -5.9606
C -0.5611 -2.4519 -5.4581
C -0.4320 -2.2533 -4.1123
C -1.2195 -2.9910 -3.1955
N -1.0780 -2.7554 -1.8530
H -3.2733 -4.9839 -0.6705
H -3.5948 -5.4286 -3.1248
H -2.9461 -4.8663 -5.4685
H -1.5704 -3.5454 -7.0286
H 0.0491 -1.8812 -6.1466
H 0.2724 -1.5396 -3.7203
C 3.0207 -2.3504 -1.6499
C 2.5675 -1.0192 -2.1420
N 1.3899 -0.5178 -1.9104
C 1.1865 0.6593 -2.5871
C 2.2532 1.0946 -3.3057
S 3.5411 -0.0178 -3.1467
C -0.1852 1.1692 -2.5876
C -0.6821 2.2068 -3.3077
S -2.3872 2.1827 -3.2471
C -2.3388 0.7908 -2.2417
N -1.1340 0.3964 -1.9459
C -3.5911 0.0893 -1.8342
H 2.2731 -2.7421 -0.9639
H 3.9761 -2.2793 -1.1311
H 3.1333 -3.0378 -2.4897
H 2.3360 1.9736 -3.9200
H -0.1454 2.9284 -3.8967
H -4.3267 0.1324 -2.6363
H -4.0385 0.5386 -0.9482
H -3.3579 -0.9523 -1.6178

---

The following is a DFT calculation (ωB97M-V with the def2-TZVPD basis set) of a molecular structure, C37H39AuN2O2P3.

- Kohn-Sham gap: 6.9 eV
- E_tot: -77632.0533 eV
- Largest force on an atom: 0.45 eV Å⁻¹
- E_LUMO: -3.676 eV
- Molecular weight: 833.62 g/mol
- Multiplicity: 1
- Total charge: +1
- ΔE to the lowest compared entry with this formula, charge and spin: 32.9 kcal/mol

CARTESIAN COORDINATES (ANGSTROEM)
Au -0.1098 0.1874 0.3688
C -2.1154 -1.9571 -0.9924
P -2.1690 -0.1343 -0.7937
C -3.5524 0.3828 0.2306
C -3.6394 1.7406 0.5435
C -4.6966 2.2095 1.3003
C -5.6680 1.3256 1.7575
C -5.5844 -0.0217 1.4484
C -4.5288 -0.4967 0.6810
C -2.4498 0.5668 -2.4330
C -3.6458 1.2049 -2.7549
C -3.8347 1.7074 -4.0343
C -2.8370 1.5826 -4.9889
C -1.6407 0.9534 -4.6679
C -1.4441 0.4514 -3.3935
C -1.1688 -2.5429 -0.0017
C -1.0748 -3.7718 0.5991
C 0.0874 -3.7549 1.4193
C 0.6631 -2.5170 1.2888
C 1.8735 -1.8991 1.9213
P 1.8627 -0.0924 1.6040
C 3.2712 0.4299 0.6170
C 4.4534 -0.3004 0.5365
C 5.4995 0.1675 -0.2451
C 5.3719 1.3641 -0.9356
C 4.1980 2.1012 -0.8477
C 3.1435 1.6348 -0.0796
C 1.9302 0.7685 3.1791
C 1.0537 0.3677 4.1906
C 1.0528 1.0327 5.4033
C 1.9181 2.1022 5.6078
C 2.7870 2.5035 4.6038
C 2.7955 1.8400 3.3846
N -0.0955 -1.7886 0.4006
H -1.7620 -2.1123 -2.0171
H -3.1140 -2.3871 -0.9248
H -2.8816 2.4287 0.1840
H -4.7658 3.2630 1.5379
H -6.4893 1.6911 2.3590
H -6.3387 -0.7096 1.8051
H -4.4701 -1.5542 0.4625
H -4.4340 1.3026 -2.0209
H -4.7668 2.1968 -4.2829
H -2.9897 1.9776 -5.9844
H -0.8602 0.8581 -5.4113
H -0.5092 -0.0321 -3.1325
H -1.7500 -4.6001 0.4574
H 0.4644 -4.5685 2.0177
H 2.8027 -2.3193 1.5292
H 1.8836 -2.0454 3.0021
H 4.5752 -1.2261 1.0842
H 6.4163 -0.4026 -0.3094
H 6.1903 1.7235 -1.5451
H 4.1007 3.0360 -1.3832
H 2.2227 2.2045 -0.0159
H 0.3497 -0.4394 4.0242
H 0.3688 0.7235 6.1821
H 1.9145 2.6227 6.5566
H 3.4643 3.3309 4.7679
H 3.4790 2.1531 2.6064
C 1.2407 -2.9775 -4.0734
P 1.5223 -1.9083 -2.6052
C 2.7056 -0.7053 -3.3366
C 2.6796 -2.9780 -1.6663
H 2.1813 -3.2779 -4.5402
H 0.6365 -2.4485 -4.8121
H 0.6958 -3.8746 -3.7762
H 3.5812 -1.2012 -3.7620
H 3.0371 0.0054 -2.5772
H 2.2081 -0.1413 -4.1280
H 3.5012 -3.3283 -2.2947
H 2.1383 -3.8372 -1.2669
H 3.0976 -2.4209 -0.8266
O -2.4817 1.7094 4.3904
C -1.8425 2.2728 3.5431
C -1.5407 3.7725 3.5040
C -0.6210 3.9242 2.2956
C -0.6257 2.5258 1.7401
O -0.0031 2.2474 0.6410
N -1.2595 1.6334 2.4344
H -1.0827 4.0774 4.4434
H -2.4817 4.3139 3.4068
H 0.4044 4.1768 2.5737
H -0.9450 4.6493 1.5496

---

The following is a DFT calculation (ωB97M-V with the def2-TZVPD basis set) of 2 unconnected molecules or ions with the total composition C37H39BN2O4.

- Kohn-Sham gap: 6.7 eV
- E_tot: -50847.9387 eV
- Largest force on an atom: 3.48 eV Å⁻¹
- E_LUMO: -0.489 eV
- Molecular weight: 586.54 g/mol
- Multiplicity: 1
- Total charge: 0
- ΔE to the lowest compared entry with this formula, charge and spin: 2.6 kcal/mol

CARTESIAN COORDINATES (ANGSTROEM)
C 7.9845 -0.2817 0.3942
C 6.9039 0.6132 -0.0139
C 6.7108 1.3713 -1.1733
C 5.5484 2.1544 -0.9104
C 4.9896 1.7301 0.2948
B 3.8481 2.3741 1.3057
O 3.1411 1.3365 1.9889
C 1.9678 1.8899 2.5601
C 1.6919 3.3322 1.9906
C 0.3035 3.7586 2.4678
C 1.7948 3.3713 0.4845
O 2.8291 2.9206 -0.0662
C 2.9320 4.1227 2.5824
O 4.1431 3.5621 2.0510
O 5.8802 0.8405 0.8820
H 8.9328 0.2539 0.5472
H 7.7487 -0.8183 1.3202
H 8.1594 -1.0243 -0.3939
H 7.2948 1.3454 -2.1097
H 5.1667 2.9591 -1.5303
H 1.1439 1.1817 2.3774
H 2.0876 2.0080 3.6538
H -0.2579 4.2329 1.6476
H -0.2396 2.8417 2.7517
H 0.3570 4.4206 3.3465
H 2.0974 0.1280 -0.1529
H 0.9417 3.7676 -0.0757
H 2.8893 5.2021 2.3340
H 2.9994 4.0171 3.6883
C -1.9802 -1.1234 -5.7898
N -2.1354 -0.0208 -4.8441
C -3.2572 0.8070 -4.9863
C -3.9031 0.8614 -6.2380
C -4.9595 1.7416 -6.4499
C -5.4112 2.5850 -5.4276
C -4.7847 2.5307 -4.1771
C -3.7912 1.5821 -3.9273
C -1.2114 0.1107 -3.8063
C -0.9898 1.3649 -3.2012
C -0.3050 1.4718 -1.9903
C 0.2886 0.3402 -1.4064
C 1.0254 0.3705 -0.0718
C 0.3939 -0.5963 0.9158
C -0.8470 -0.3804 1.5578
C -1.3843 -1.3920 2.3693
C -0.7397 -2.6517 2.4238
N -1.4274 -3.8084 2.8065
C -1.1503 -4.9996 2.0178
C -2.4948 -3.7976 3.7026
C -3.5342 -4.7543 3.6020
C -4.6425 -4.6552 4.4485
C -4.6302 -3.7446 5.5170
C -3.5213 -2.9131 5.7169
C -2.4911 -2.8934 4.7814
C 0.5531 -2.8028 1.8682
C 1.1080 -1.7780 1.1288
C 0.1384 -0.8909 -2.0470
C -0.4896 -0.9906 -3.2849
H -1.0612 -1.6632 -5.5627
H -2.8364 -1.8124 -5.7407
H -1.8797 -0.7366 -6.8098
H -3.5673 0.2277 -7.0609
H -5.4323 1.7651 -7.4285
H -6.2549 3.2559 -5.5903
H -5.0716 3.2233 -3.3872
H -3.4168 1.4564 -2.9108
H -1.4080 2.2518 -3.6704
H -0.1827 2.4463 -1.5049
H 0.9129 1.3738 0.3506
H -1.3753 0.5839 1.4568
H -2.3426 -1.2517 2.8831
H -1.7108 -5.8559 2.3924
H -1.3647 -4.8644 0.9446
H -0.0871 -5.2358 2.1080
H -3.5047 -5.5514 2.8485
H -5.5074 -5.3040 4.2560
H -5.4780 -3.7100 6.2003
H -3.4469 -2.2753 6.5942
H -1.6827 -2.1714 4.8645
H 1.1019 -3.7418 1.9549
H 2.1146 -1.8533 0.7094
H 0.5458 -1.7832 -1.5685
H -0.4802 -1.9578 -3.7791

---

multiplicity of number 5 (C37H39BN2O4)? 1

---

Among the records above, which one has the highest E_tot? C37H39BN2O4